A gas-phase ion, C23H41Cl2N5O3PS (charge +1). Source: OMol25; level of theory: wB97M-V/def2-TZVPD.

For the energy above the lowest of the compared OMol25 structures with the same formula, charge and spin, the calculation gives 0.0 kJ/mol. As for the net charge: +1. As for the SMILES: CCCCCCC[C@@]1(c2ccccc2)N[C@@](CON=O)([C@H](Cl)[C@@H](C)Cl)[C@](S)(P(N)O)[NH2+][C@H]1CNC. The spin multiplicity is 1. The value obtained for the HOMO energy is -12.07 eV. The calculation puts the total energy at -83269.3958 eV.

Last column: Mulliken charge in e.
Geometry (Å):
C 0.84 1.98 2.37  -0.16
C -2.01 2.61 -1.71  -0.65
H -2.48 1.45 1.42  0.74
C 1.58 0.29 -2.10  -2.65
H -0.73 3.25 1.50  0.42
H -2.69 4.17 -3.01  0.49
H -0.05 -0.71 0.59  0.37
H -1.07 -2.26 -5.28  0.27
N -3.94 -0.81 1.03  -0.31
H 1.34 1.51 1.52  -0.25
P -0.55 -0.32 -4.16  0.14
H -3.77 -2.25 2.62  0.32
C -0.54 -1.10 -2.31  0.41
H 1.25 4.62 -1.43  0.50
H -2.97 2.11 -1.80  0.45
S -0.85 -2.89 -2.41  -0.06
H 1.99 -0.51 5.65  0.33
N -1.90 -0.50 -1.96  -0.01
O 2.54 0.87 -1.22  -0.28
C -0.98 2.12 -0.91  0.47
C 0.97 1.08 3.60  -0.84
H -3.15 -0.63 2.97  0.24
C -3.93 -1.18 2.45  -0.85
H 1.30 -2.61 4.80  0.35
H 3.80 -4.34 -1.28  0.42
C -1.42 1.19 1.39  -0.90
H 3.48 -0.99 4.85  0.40
H -1.08 -3.12 -1.11  0.13
H -0.59 5.46 -2.86  0.43
H 2.96 1.30 4.36  0.35
H -1.11 2.50 3.02  0.62
Cl 2.35 -2.79 -3.28  -0.14
H 2.07 -4.65 -1.26  0.35
H 0.76 -2.60 -0.36  0.77
H 0.96 -1.67 3.34  -0.04
H 3.48 -1.97 -1.43  0.48
H 1.14 -0.03 -5.46  0.37
C 1.47 -1.86 -0.74  -1.71
H 0.99 2.54 -0.18  0.47
H -1.96 -1.51 1.03  0.24
Cl 2.33 -1.38 0.78  -0.04
H -2.07 0.31 -2.58  0.78
H 1.35 2.92 2.60  0.53
N 0.14 0.03 -0.08  0.28
C 1.74 -1.96 4.05  -0.65
H 2.11 -0.30 -2.85  1.16
C -1.10 0.84 -0.08  1.34
H -3.12 0.61 -0.68  0.45
C -1.87 3.81 -2.41  -1.13
C 0.33 4.06 -1.52  -1.14
C 2.43 -0.74 4.68  -0.72
C 2.38 0.53 3.83  -0.55
O 0.85 -0.72 -4.84  -0.49
C 2.59 -2.58 -1.52  0.45
H -2.45 -1.57 -4.67  0.26
H -2.90 -2.07 -0.33  0.51
C 0.19 2.87 -0.82  0.10
N 3.24 1.87 -1.93  0.08
H -2.58 -1.22 -2.22  0.82
C -2.72 -1.20 0.31  -1.11
H -4.72 -1.29 0.60  0.30
N -1.52 -1.39 -5.03  -0.61
C -0.69 4.53 -2.33  -0.96
C 2.85 -3.96 -0.92  -1.51
H 2.46 -2.55 3.48  0.23
H 2.83 -3.93 0.16  0.36
H 2.88 0.37 2.87  0.23
H 0.67 1.65 4.48  0.40
C -2.25 -0.03 -0.57  -1.66
O 4.01 2.39 -1.25  -0.33
H -1.27 0.29 2.00  -0.24
C 0.64 -0.65 -1.32  2.10
H 0.26 0.24 3.54  0.24
H 1.01 1.08 -2.59  0.60
C -0.63 2.31 2.06  -1.11
H -4.89 -0.91 2.89  0.34